1.
{
  "formula": "C6H11N4O",
  "method": "ωB97M-V with the def2-TZVPD basis set",
  "de_lowest_kcal_mol": 113.97,
  "homo_lumo_gap_ev": [8.52, 8.27],
  "homo_ev": [-13.8, -13.7],
  "total_charge": 1,
  "total_energy_ev": -14396.0733,
  "fmax_ev_per_a": 6.07,
  "elements": ["O", "N", "N", "N", "N", "C", "C", "C", "C", "C", "C", "H", "H", "H", "H", "H", "H", "H", "H", "H", "H", "H"],
  "positions_angstrom": [[-2.741, 2.006, -3.026], [0.424, -0.694, 1.043], [0.395, -0.299, -1.019], [-0.729, -0.136, -1.265], [-2.712, 0.899, -0.998], [-1.821, -0.092, -0.324], [-1.237, 0.088, -2.546], [1.748, -0.915, 2.951], [2.692, 0.145, 0.711], [-2.398, 1.092, -2.307], [1.557, -0.392, 1.471], [-3.430, 1.431, -0.443], [2.951, -0.564, -0.174], [2.752, -1.465, 3.160], [-2.339, -1.138, -0.284], [0.828, -1.371, 3.320], [-0.603, 0.689, -3.358], [1.687, 0.162, 3.429], [-1.398, 0.094, 0.665], [2.546, 1.138, 0.523], [3.517, 0.172, 1.419], [-1.690, -0.852, -2.949]],
  "nbo_charge": [-0.515, -0.194, 0.092, -0.025, -0.630, -0.099, -0.389, -0.629, -0.674, 0.663, 0.279, 0.451, 0.282, 0.283, 0.235, 0.256, 0.307, 0.254, 0.275, 0.255, 0.245, 0.277]
}



2.
{
  "formula": "C2H3N3O",
  "method": "ωB97M-V with the def2-TZVPD basis set",
  "de_lowest_kcal_mol": 3.65,
  "homo_lumo_gap_ev": 9.97,
  "smiles": "O=c1[nH]cn[nH]1",
  "homo_ev": -9.1,
  "total_charge": 0,
  "total_energy_ev": -8640.3360,
  "fmax_ev_per_a": 1.18,
  "elements": ["O", "N", "N", "N", "C", "C", "H", "H", "H"],
  "positions_angstrom": [[-2.175, -0.117, 0.279], [-0.147, 1.126, 0.372], [-0.100, -0.913, -0.267], [1.168, 0.852, 0.095], [1.173, -0.385, -0.289], [-0.977, 0.056, 0.160], [2.084, -0.893, -0.579], [-0.603, -1.765, -0.461], [-0.422, 2.039, 0.691]],
  "nbo_charge": [-0.646, -0.445, -0.615, -0.259, 0.171, 0.718, 0.217, 0.441, 0.418]
}



3.
{
  "formula": "CH5ClN2S",
  "method": "ωB97M-V with the def2-TZVPD basis set",
  "de_lowest_kcal_mol": 38.48,
  "homo_lumo_gap_ev": 9.68,
  "smiles": "C/N=N/S.Cl",
  "homo_ev": -9.3,
  "total_charge": 0,
  "total_energy_ev": -27453.7266,
  "fmax_ev_per_a": 5.72,
  "elements": ["Cl", "S", "N", "N", "C", "H", "H", "H", "H", "H"],
  "positions_angstrom": [[-3.165, 0.951, -0.154], [1.812, -0.405, 2.150], [1.241, -0.486, 0.598], [0.138, 0.067, 0.269], [-0.193, -0.105, -1.047], [-0.993, -0.815, -1.201], [-2.063, 1.125, 0.637], [0.528, -0.601, -1.712], [3.152, -0.607, 1.814], [-0.455, 0.876, -1.353]],
  "nbo_charge": [-0.314, 0.237, -0.343, -0.203, -0.466, 0.231, 0.304, 0.199, 0.132, 0.221]
}



4.
{
  "formula": "C35H30AsBrCoN3O3",
  "method": "ωB97M-V with the def2-TZVPD basis set",
  "de_lowest_kcal_mol": 6.79,
  "homo_lumo_gap_ev": [5.94, 5.94],
  "homo_ev": [-12.8, -12.8],
  "total_charge": 2,
  "total_energy_ev": -215888.6064,
  "fmax_ev_per_a": 1.95,
  "elements": ["Br", "As", "Co", "O", "O", "O", "N", "N", "N", "C", "C", "C", "C", "C", "C", "C", "C", "C", "C", "C", "C", "C", "C", "C", "C", "C", "C", "C", "C", "C", "C", "C", "C", "C", "C", "C", "C", "C", "C", "C", "C", "C", "C", "C", "H", "H", "H", "H", "H", "H", "H", "H", "H", "H", "H", "H", "H", "H", "H", "H", "H", "H", "H", "H", "H", "H", "H", "H", "H", "H", "H", "H", "H", "H"],
  "positions_angstrom": [[2.016, 7.030, -0.711], [0.560, -1.554, 0.464], [2.286, 0.037, 0.129], [0.685, 1.270, 0.323], [3.101, 1.938, 0.161], [3.847, -0.723, 0.732], [-2.465, 4.096, 0.340], [5.845, -1.572, 0.187], [-2.083, 1.959, -0.183], [-0.129, 3.553, -0.051], [-1.227, -1.018, -3.348], [-2.146, -1.025, 1.284], [2.583, 4.300, -0.294], [-4.496, 1.168, -0.246], [0.283, -6.186, 0.433], [1.559, 5.241, -0.396], [-1.178, -3.357, -2.742], [4.268, -0.894, -1.569], [-0.442, -0.423, 2.903], [-4.971, 3.880, 0.496], [-1.429, -0.005, 3.787], [0.953, -5.624, 1.512], [0.896, 2.639, 0.076], [-0.597, -0.691, -2.155], [4.504, 2.268, 0.289], [0.591, -3.464, 0.572], [-1.561, 3.213, 0.050], [4.674, -1.090, -0.156], [-3.673, 3.409, 0.295], [-0.076, -4.013, -0.526], [-0.231, -5.391, -0.583], [-3.454, 2.074, -0.046], [-1.520, -2.348, -3.631], [-5.771, 1.652, -0.052], [-0.286, -1.702, -1.256], [1.112, -4.247, 1.589], [-0.808, -0.929, 1.654], [-3.121, -0.607, 2.178], [0.228, 4.885, -0.274], [-0.548, -3.042, -1.544], [-6.007, 2.991, 0.318], [2.218, 2.999, -0.032], [2.762, -0.665, -1.582], [-2.765, -0.097, 3.420], [2.210, -1.598, -1.652], [3.611, 4.603, -0.417], [1.627, -3.804, 2.432], [-4.322, 0.147, -0.562], [-0.561, 5.619, -0.355], [-7.026, 3.325, 0.454], [-1.399, -4.387, -2.991], [-6.615, 0.990, -0.195], [-4.164, -0.677, 1.901], [-5.145, 4.908, 0.784], [4.613, 3.130, 0.943], [0.602, -0.364, 3.196], [6.089, -1.666, 1.163], [-3.535, 0.227, 4.107], [-1.485, -0.242, -4.057], [4.984, 1.411, 0.744], [-1.596, 1.140, -0.502], [1.349, -6.258, 2.294], [4.546, -1.751, -2.187], [0.063, 1.130, 1.064], [2.423, 0.025, -2.354], [-0.334, 0.341, -1.951], [-1.154, 0.383, 4.758], [4.821, -0.034, -1.959], [0.159, -7.260, 0.381], [6.511, -1.882, -0.504], [-0.751, -5.850, -1.413], [-2.428, -1.423, 0.317], [-2.006, -2.602, -4.563], [4.927, 2.480, -0.692]],
  "mulliken_charge": [-0.125, 2.328, 0.768, -0.570, -0.687, -0.526, -0.701, -0.341, 0.374, 0.858, -0.940, -0.182, -0.246, -0.775, -0.766, -0.502, -0.485, -1.477, -0.213, -0.736, -0.837, -0.759, -0.383, -0.136, -1.311, 0.306, 0.221, 0.919, 0.023, 0.723, -0.949, 0.914, -1.013, -0.683, 0.228, -1.020, 0.009, -0.666, -1.078, 0.229, -0.616, 1.116, -0.330, -0.668, 0.620, 0.621, 0.502, 0.531, 0.662, 0.410, 0.486, 0.442, 0.477, 0.491, 0.550, 0.461, 0.270, 0.463, 0.503, 0.376, -0.270, 0.454, 0.521, 0.186, 0.572, 0.159, 0.465, 0.311, 0.431, 0.234, 0.441, 0.544, 0.432, 0.359]
}